{"formula": "C5H7NO", "method": "ωB97M-V/def2-TZVPD", "symbols": ["C", "C", "C", "C", "C", "H", "H", "H", "H", "H", "H", "H", "N", "O"], "coordinates": [[-2.438, -0.718, 0.153], [-1.063, -0.038, -0.097], [-0.683, 1.323, 0.128], [0.780, 1.367, -0.029], [1.158, 0.031, -0.298], [-3.043, 0.215, 0.506], [-2.584, -1.191, -0.961], [-2.384, -1.723, 0.821], [-1.372, 2.042, 0.628], [1.154, 2.549, -0.358], [2.159, -1.781, 0.336], [3.026, -0.386, 1.031], [2.388, -0.822, 0.164], [-0.025, -0.720, -0.286]], "forces_ev_per_a": [[1.6929, -0.9297, -2.0759], [-2.8705, 4.6435, 3.0356], [-0.6197, -2.2641, 0.0509], [-0.9223, 2.4075, -1.8747], [1.1835, -0.5164, 2.8484], [0.2607, -2.4784, -0.7952], [-0.8734, 1.3867, 2.6210], [-0.1207, 2.8746, -1.0695], [0.8732, -0.2783, -1.0801], [-0.1411, -4.1223, 1.5439], [-0.4232, -0.2068, 0.0817], [-2.9409, -1.3859, -3.2032], [0.2572, 4.0127, 0.6453], [4.6442, -3.1431, -0.7282]], "homo_ev": -7.64, "de_lowest_kcal_mol": 103.60, "charge": 0, "smiles": "Cc1ccc(N)o1"}

{"formula": "C14H19Br3CaF13KMgNNaO13S3", "method": "ωB97M-V/def2-TZVPD", "symbols": ["N", "C", "C", "C", "F", "F", "C", "F", "F", "C", "F", "F", "C", "F", "F", "S", "F", "F", "F", "F", "F", "H", "H", "H", "H", "H", "Ca", "C", "C", "O", "S", "O", "O", "O", "H", "H", "H", "H", "C", "C", "C", "O", "C", "H", "H", "H", "H", "H", "H", "H", "H", "O", "H", "O", "S", "O", "O", "O", "Mg", "K", "C", "O", "O", "O", "C", "Br", "Br", "Br", "H", "Na"], "coordinates": [[-4.376, 0.368, 1.601], [-4.640, -0.860, 2.325], [-3.552, -1.220, 3.405], [-3.705, -0.425, 4.737], [-4.264, -1.308, 5.665], [-4.572, 0.616, 4.662], [-2.333, -0.010, 5.395], [-2.623, 0.341, 6.733], [-1.612, -1.168, 5.466], [-1.487, 1.054, 4.548], [-2.180, 1.503, 3.498], [-0.463, 0.316, 3.975], [-0.758, 2.200, 5.333], [0.252, 2.597, 4.543], [-0.111, 1.759, 6.530], [-1.778, 3.781, 5.752], [-1.854, 4.322, 4.220], [-0.321, 4.609, 5.924], [-1.681, 3.286, 7.445], [-3.286, 2.990, 5.679], [-2.584, 5.173, 6.233], [-4.462, 1.161, 2.249], [-5.669, -0.831, 2.780], [-4.674, -1.687, 1.577], [-3.679, -2.303, 3.639], [-2.512, -1.090, 3.035], [0.293, 0.504, 7.966], [-1.723, 2.036, -1.715], [-1.704, 2.044, -3.229], [-2.395, 0.853, -3.610], [-3.537, 0.531, -2.515], [-4.775, 1.032, -3.001], [-3.372, -0.810, -2.080], [-3.011, 1.523, -1.363], [-0.964, 1.362, -1.313], [-1.581, 3.030, -1.295], [-0.693, 2.048, -3.631], [-2.258, 2.899, -3.628], [2.637, 0.372, -4.504], [1.508, -0.526, -4.972], [0.933, 0.275, -6.124], [2.014, 1.022, -6.696], [3.145, 0.951, -5.813], [3.410, -0.153, -3.943], [2.239, 1.168, -3.874], [1.912, -1.472, -5.338], [0.772, -0.746, -4.198], [0.182, 0.992, -5.771], [0.480, -0.356, -6.891], [3.893, 0.296, -6.273], [3.579, 1.945, -5.693], [3.838, 0.914, 7.385], [4.438, 0.863, 6.647], [2.917, -5.855, -5.517], [2.377, -4.491, -5.026], [1.243, -4.104, -5.906], [3.448, -3.483, -5.097], [1.914, -4.630, -3.659], [1.369, -6.592, -6.100], [-3.066, 2.013, 8.380], [3.440, 2.418, -1.368], [3.787, 2.679, -0.214], [2.237, 2.329, -1.752], [4.225, 2.198, -2.331], [6.326, -6.007, -3.747], [5.916, -6.925, -2.090], [4.713, -5.310, -4.611], [7.666, -4.628, -3.488], [6.762, -6.744, -4.413], [4.394, -0.642, 5.461]], "forces_ev_per_a": [[0.1139, -0.4252, 0.3610], [-0.0276, 0.9069, -0.7471], [-0.0921, -0.1250, 0.2155], [-0.6397, -1.4763, -0.5242], [0.3645, 0.8025, -0.1370], [0.8006, -0.1746, 0.2927], [-1.1318, -0.9276, -0.5093], [0.9751, -0.0429, -1.6028], [-0.2635, 1.0017, 0.3904], [0.9377, -1.5980, 0.0743], [0.0446, 0.4905, 1.1438], [-0.4730, 0.3479, 0.6400], [1.3861, -0.3946, -2.3836], [-0.7244, -0.2735, 0.6502], [-1.3543, 1.7643, -3.2986], [-0.3183, 4.8207, -0.0808], [-0.0801, -1.3917, 1.0218], [-0.9432, -0.8485, 0.0739], [1.9679, 1.2749, -0.3001], [0.5286, -0.3107, -0.3201], [0.3619, -0.9094, -0.1945], [-0.0908, -0.3093, -0.0761], [0.7254, -0.2500, 0.1844], [0.2375, 0.3765, 0.6069], [0.2300, 0.7645, 0.2149], [-0.8183, 0.0255, -0.1936], [1.7890, -1.8068, 2.4621], [0.5200, -0.2364, 0.0769], [-0.0348, 0.6013, -0.0871], [-0.0798, -0.3516, 0.4847], [0.4358, 0.4904, 0.3104], [-0.0337, -0.2891, 0.1302], [-0.2293, -0.0008, -0.2943], [-0.2692, -0.0425, -0.6298], [0.0400, 0.0634, -0.0376], [-0.2258, -0.0500, 0.0616], [-0.0632, -0.2514, -0.0538], [0.0554, 0.0265, 0.0330], [-0.0676, 0.1851, 0.1473], [0.0603, -0.3755, -0.1066], [-0.1449, 0.2406, -0.0475], [0.0203, -0.1080, 0.1753], [0.1224, -0.1146, -0.1444], [-0.0091, 0.0334, -0.0227], [0.0910, -0.0224, -0.0091], [-0.0509, 0.0200, 0.0273], [-0.0073, 0.0200, -0.0298], [-0.1070, -0.0684, -0.0180], [0.0217, 0.0805, -0.0531], [0.0405, 0.0105, 0.0579], [-0.0681, 0.0148, -0.0675], [-1.1518, -1.3624, -0.3379], [0.6879, 1.2149, 0.0049], [-3.1041, -2.0119, -2.6597], [-1.9420, 6.5933, 2.6458], [-0.4545, -2.5375, -1.2493], [-2.3133, -0.3319, -1.5038], [-0.2082, -1.2704, -0.4468], [-0.8839, 1.4620, -0.1055], [-2.6506, -1.0918, 1.9092], [-0.0702, -0.1073, -0.4301], [0.0266, -0.0060, 0.2029], [-0.2821, 0.0852, 0.2557], [0.2331, 0.0819, 0.1672], [-0.1217, 0.0253, -0.3050], [0.0518, 0.0662, -0.0749], [8.9321, -1.9342, 3.4780], [-0.0343, -0.1158, 0.0649], [0.0996, 0.0556, 0.1824], [-0.3371, -0.0029, 0.3345]], "homo_ev": -5.16, "charge": 0}